Computed, not measured: 4 unconnected molecules or ions with the total composition C48H97N13O8P4, with wB97M-V/def2-TZVPD.

Last column: Löwdin charge in e.
Positions of all 170 atoms, in Å:
C  -3.0421  -2.8134  3.8267  -0.446
H  -1.8817  -4.6634  3.6507  0.083
H  7.1271  -0.7607  4.0383  0.066
H  0.7434  -6.0895  -3.7665  0.082
H  7.6504  -1.3978  5.6076  0.073
P  5.7793  -3.2820  4.9295  0.746
C  -3.9611  6.9552  -8.3277  -0.144
H  -0.3683  5.1723  -2.3655  0.111
H  6.6862  -2.4829  2.1403  0.085
N  1.6706  -0.7042  4.2120  0.085
H  -2.8754  7.0216  -8.1824  0.080
C  -5.1816  -1.1239  1.1167  -0.049
C  -4.3746  -0.1535  2.0555  -0.141
H  2.0932  4.6215  1.8934  0.148
N  7.2742  -2.8816  4.1538  -0.349
C  5.7655  -5.7320  3.5605  -0.136
H  3.1250  -4.1314  4.8039  0.066
H  2.3048  -7.1649  -2.4745  0.081
H  -1.9436  2.4363  -10.5843  0.082
H  -7.9800  4.1531  -9.2696  0.078
H  -0.9086  7.0875  0.0064  0.116
H  -2.7966  6.2375  -10.6332  0.081
H  3.9902  3.9314  4.0281  0.074
H  -0.7076  5.2036  5.1712  0.115
H  -1.5445  7.2164  2.2694  0.110
H  2.7437  5.0751  4.7470  0.133
H  -4.1950  -6.2640  0.0603  0.081
C  4.2318  5.1086  1.7440  -0.232
H  6.5289  -3.0942  7.8464  0.076
H  -3.0375  -4.9610  -0.2883  0.079
O  -4.1049  -2.7642  4.4091  0.072
C  -0.0795  1.0437  4.3349  -0.005
O  -2.5493  3.5360  5.2459  0.110
O  -1.0896  -1.0174  5.1104  0.095
C  -0.5436  2.4419  4.3756  0.002
H  5.1093  -4.0932  7.4917  0.078
H  -2.5370  -7.7493  -2.7458  0.069
H  -2.8118  1.8238  -7.9405  0.079
H  -0.9556  -6.1944  -3.4522  0.054
C  -0.7853  -9.5586  0.4873  -0.148
H  8.3931  -5.2617  6.8327  0.088
C  2.8595  5.1088  2.5625  -0.326
N  5.3632  5.6882  2.4892  0.002
H  5.0035  0.9062  5.8778  0.011
C  -2.0848  2.6984  4.5146  -0.283
H  -5.2317  3.2417  -11.3631  0.071
H  -0.9060  4.2910  2.3398  0.103
C  -1.3178  3.3611  -3.1340  -0.264
H  -2.2599  3.4456  -5.1690  0.054
O  -0.4773  -5.5901  -0.1203  -0.316
N  -2.3807  -6.9142  -0.8073  -0.328
H  5.3441  1.5021  2.0744  0.047
H  0.2594  6.9663  2.3189  0.083
H  3.4703  -4.3326  3.0775  0.083
O  4.9329  -2.3577  4.0489  -0.329
H  -7.1334  3.0853  -8.1250  0.076
H  6.5557  -4.8481  8.1456  0.079
N  -4.3179  5.8563  -9.2188  -0.330
C  1.6950  -6.9363  -1.5963  -0.150
P  4.0709  1.2678  3.8783  0.891
H  5.3468  6.6985  2.3723  0.063
N  4.9722  1.7750  5.3287  -0.190
H  1.2371  -1.1826  5.0111  0.090
H  8.4239  -2.6984  2.4002  0.083
H  -3.3003  0.9866  -9.4350  0.081
H  -0.9252  -3.3444  4.3949  0.061
C  -0.7152  6.4780  2.0881  -0.181
H  -6.9566  3.3122  -11.1445  0.087
H  -0.6050  -1.9097  2.7423  0.075
H  -4.4126  3.2792  2.9748  0.116
N  5.0962  -4.7488  4.3810  -0.328
H  -1.6145  2.3414  -2.7581  0.101
C  1.8616  3.2148  4.0893  -0.104
C  -0.8425  6.0939  0.5427  -0.210
H  -4.2288  5.4100  -11.2857  0.069
H  8.5120  -4.8135  5.1556  0.072
H  -2.0845  5.1974  3.3447  0.110
H  -1.3528  -9.0731  1.2883  0.077
C  -3.0032  -6.9965  -2.1086  -0.136
H  -2.3598  4.0976  -10.8365  0.054
H  -3.4300  3.5619  -3.7918  0.067
H  -4.7516  -0.9714  0.0833  0.088
H  -2.3144  4.3844  0.7759  0.095
H  -1.2943  -3.2840  1.8186  0.090
N  -0.9411  -8.8098  -0.7690  -0.291
N  -2.8071  -2.0259  2.6480  -0.064
H  5.3114  -6.7188  3.6988  0.081
C  7.4338  -3.0415  2.7145  -0.121
C  -1.0214  5.2096  2.9742  -0.183
H  -4.3161  7.9106  -8.7237  0.079
H  -6.0269  2.0849  -10.2734  0.079
C  -0.3641  -9.5819  -1.8621  -0.135
C  -2.3482  4.9767  -1.3204  -0.210
C  -4.8374  1.2247  2.1089  -0.016
H  7.3918  -4.0879  2.4207  0.055
C  -3.8877  6.1548  -10.5654  -0.137
H  -0.3780  3.2006  -3.7325  0.097
H  -1.4357  -1.6546  1.0851  0.110
C  -3.1337  -6.0017  0.0474  -0.143
C  2.9536  4.3298  3.9291  -0.095
C  3.6682  -4.7370  4.0781  -0.140
H  -7.0515  4.8462  -7.9477  0.077
H  -4.0513  -7.2991  -2.0129  0.082
H  6.8161  -5.8519  3.8286  0.070
N  -5.8689  4.0764  -9.5224  -0.291
C  -2.4892  0.3343  3.6111  0.025
H  -2.2027  -4.1367  5.4073  0.091
O  -3.2322  4.4809  -7.5516  -0.307
H  -2.9828  -6.0318  -2.6291  0.081
H  0.7232  -9.6860  -1.7775  0.079
H  -4.3134  7.1063  -10.9011  0.081
H  -3.1250  4.1581  -1.3493  0.110
C  1.3361  0.6775  4.2091  -0.239
C  7.7263  -1.5416  4.5231  -0.150
C  2.2780  1.7885  4.0854  -0.212
H  -2.3433  4.9977  -4.1821  0.073
C  0.4284  3.5427  4.2494  -0.081
H  8.7769  -1.3983  4.2573  0.083
O  2.5582  6.5120  2.7931  -0.086
C  8.1304  -4.4754  6.1170  -0.134
H  2.6765  -0.8667  4.3260  0.018
H  -4.4282  6.8269  -7.3513  0.070
H  4.4608  4.1134  1.2916  0.092
H  0.7542  5.7669  4.2976  0.092
P  -4.3989  4.2967  -8.5246  0.750
C  -2.3043  3.3304  -10.0673  -0.123
C  -1.2097  -0.0252  4.4270  -0.257
H  -3.0605  5.9952  0.5535  0.118
H  -0.7952  -10.5888  -1.8698  0.087
C  -1.0316  4.3734  -1.9399  -0.231
H  0.0155  -4.9796  -2.5959  0.085
H  3.2487  -5.7452  4.1327  0.079
H  -0.6031  -9.1522  -2.8328  0.072
C  -7.0713  4.0292  -8.6767  -0.148
H  5.3703  5.4186  3.4705  0.057
H  4.0421  5.8072  0.8751  0.118
H  -4.9648  -2.1824  1.3908  0.070
H  5.9388  1.9198  5.0048  0.021
H  8.6646  -3.5655  6.4113  0.079
H  1.9876  -5.9546  -1.2067  0.081
C  6.2039  -4.0686  7.4667  -0.147
H  -2.6957  5.8527  -1.9322  0.110
N  -3.6071  3.0785  -9.4661  -0.351
O  4.7003  2.0682  2.5290  -0.322
H  -5.7184  1.5519  1.5029  0.112
H  1.9407  -7.6859  -0.8348  0.073
N  0.2706  -6.9900  -1.9238  -0.352
H  -0.4393  3.7729  -1.1895  0.109
C  -2.1957  5.3525  0.2164  -0.213
H  -1.1714  -10.5759  0.3947  0.079
C  0.0006  -6.0100  -2.9674  -0.122
C  -4.1131  2.2097  2.9275  0.006
C  -0.0848  5.0338  4.2489  -0.113
C  -6.0150  3.1252  -10.6168  -0.136
C  -2.9594  1.7323  3.6510  -0.060
H  -4.5243  1.5660  -8.3131  0.074
P  -0.7060  -7.0561  -0.4964  0.745
H  -1.5467  3.6219  -9.3315  0.085
H  0.0684  5.5497  0.1927  0.093
C  -3.5482  1.8037  -8.7521  -0.148
H  -2.7833  -6.0612  1.0781  0.064
C  -1.9455  -3.8019  4.3778  -0.008
C  -3.1959  -0.6418  2.8017  -0.111
N  6.6841  -4.2955  6.0949  -0.290
C  -1.4519  -2.1958  2.0707  -0.047
H  5.6993  -5.4829  2.4950  0.081
H  2.2223  6.8124  1.9278  0.082
H  0.2644  -9.6041  0.7962  0.076
H  -6.2654  -0.8682  1.0715  0.078
C  -2.4196  3.8815  -4.1461  -0.131

Force components x, y, z for each atom (eV/Å):
-0.1 -0.6 1.0
-0.1 0.6 0.9
0.0 0.0 0.0
0.1 -0.1 0.2
-0.1 0.0 0.0
2.2 -3.1 -6.1
0.4 -0.2 0.3
-0.5 -0.5 0.6
0.0 0.0 0.0
0.4 0.6 1.0
0.0 0.1 0.1
1.4 0.6 -0.1
-0.3 0.4 0.2
0.4 0.5 0.7
1.1 0.1 -0.1
0.5 -0.4 0.6
0.0 0.0 -0.1
-0.1 0.0 0.0
-0.2 -0.1 0.2
0.1 0.0 -0.1
0.4 -1.0 0.2
0.0 0.0 0.0
-1.0 0.1 0.2
0.7 -0.3 -0.9
0.9 -0.4 0.0
0.5 -0.7 -0.7
0.1 -0.2 -0.2
-0.8 0.5 -0.2
0.0 -0.1 0.2
-0.1 0.1 0.1
0.4 0.4 -0.5
-0.4 1.3 -0.2
0.1 -0.2 -0.5
-0.3 0.2 -0.5
2.2 -0.5 -0.5
0.0 0.0 -0.1
0.2 0.1 0.1
0.0 0.0 0.0
-0.1 0.0 0.2
-0.5 -0.1 0.2
-0.4 0.1 0.2
1.0 -0.4 -0.8
-0.3 -0.3 -0.7
0.0 0.4 -0.2
0.5 -1.2 -0.7
0.1 0.0 0.3
0.0 0.8 0.5
-0.2 0.1 -0.5
-0.2 0.6 0.9
1.0 -1.5 3.2
-0.9 0.5 1.0
-0.4 0.0 0.4
-0.8 -0.5 -0.1
-0.1 0.0 0.0
-1.2 1.2 3.4
-0.2 0.0 0.0
0.1 0.0 -0.1
-0.2 1.2 0.8
-0.1 -0.3 0.3
-0.3 -2.2 -0.4
0.0 -0.4 0.5
-0.1 0.4 -1.0
-0.3 0.3 -0.7
0.0 0.1 0.2
0.0 0.1 -0.1
-0.9 -0.3 0.0
-1.4 -0.6 -0.7
-0.1 0.2 0.4
-0.7 0.1 -0.6
0.3 -1.0 0.0
-1.4 -0.3 0.2
0.2 1.0 -0.1
-1.4 -1.8 0.1
-0.6 1.1 0.6
0.0 -0.1 0.1
-0.2 0.3 0.0
1.0 0.2 -0.6
0.0 0.1 0.0
0.0 -0.8 -0.1
-0.1 0.1 0.1
0.7 0.5 -0.3
-0.5 -0.2 0.9
0.4 0.9 -0.4
-0.3 1.1 0.2
1.5 -0.8 2.1
1.3 0.0 1.5
-0.1 0.1 0.0
-0.3 -0.1 -0.3
0.5 0.2 0.4
0.0 -0.1 -0.2
0.0 -0.1 -0.2
0.6 0.1 -0.3
0.3 -0.5 0.6
2.1 0.0 1.3
-0.2 0.0 0.1
-0.7 -0.2 -0.4
-0.7 0.2 0.8
0.2 -0.3 1.1
0.3 0.4 0.0
-1.1 0.3 0.0
0.0 0.5 -0.3
0.1 0.0 0.0
0.0 0.1 0.1
0.0 0.2 0.0
-1.5 -1.1 2.0
-1.0 0.4 -0.8
-0.1 0.3 -1.0
-2.7 -0.6 2.4
0.0 0.0 0.0
0.0 -0.1 -0.2
0.0 0.0 0.1
0.5 1.0 -0.2
-1.1 1.7 0.5
-0.1 -0.2 0.4
-0.4 1.7 -0.2
-0.3 -0.9 -0.3
0.6 -0.8 0.5
0.0 -0.1 -0.1
-0.4 -0.9 -0.5
0.5 0.4 -0.2
-0.2 0.2 -0.6
0.1 0.0 0.0
-0.2 0.7 0.7
-0.6 -0.7 -0.4
4.7 1.4 -5.2
0.2 0.4 0.1
0.5 1.5 -0.3
0.9 -0.5 -0.4
-0.1 0.1 0.4
-0.1 -0.9 -0.7
0.0 0.0 0.0
0.3 -0.1 0.0
0.1 0.2 0.2
-0.2 0.5 0.0
0.0 0.3 -0.3
0.2 -0.8 0.7
-0.5 0.9 -0.1
-0.4 0.1 0.3
0.2 -0.1 0.0
0.0 0.0 0.0
-0.3 -0.4 0.1
0.3 -0.8 0.6
0.1 -0.9 -0.7
-0.3 0.5 1.2
0.9 -0.5 0.7
0.0 0.0 0.1
0.6 -0.4 -0.8
-0.6 0.9 -0.5
0.2 -0.2 -0.4
0.0 0.0 -0.1
-0.3 0.3 0.0
0.5 -2.5 -0.3
-0.4 -1.0 0.1
0.3 -0.6 -0.1
0.2 -0.6 -0.3
0.0 0.0 0.1
-2.4 2.4 -6.3
0.0 0.0 0.0
-0.8 0.3 0.2
-0.4 0.1 0.1
0.0 0.1 -0.1
0.3 0.2 -1.3
-1.6 2.6 -0.2
-0.5 1.6 2.1
0.3 -0.8 -1.1
0.0 0.0 0.0
0.3 0.1 0.6
0.0 -0.2 0.1
0.9 -0.3 0.3
0.6 -0.4 0.4

SMILES: CCCCCCCCCc1c(C[C@@H](O)CN)c(P(N)O)c(N)c2c1C(=O)c1ccc(C)c(N(C)C(C)=O)c1C2=O.CN(C)P(=O)(N(C)C)N(C)C.CN(C)P(=O)(N(C)C)N(C)C.CN(C)P(=O)(N(C)C)N(C)C
Relative energy (zero: lowest compared OMol25 entry of this formula, charge and spin): 227.1 kcal/mol
HOMO energy: -7.613 eV
HOMO-LUMO gap: 0.24763 Eh
Total energy: -4565.96529 Ha